1.
Computed, not measured: a molecular structure, C2H2N2O2 at a distorted geometry, with wB97M-V/def2-TZVPD.

Properties
HOMO-LUMO gap ... 8.87 eV
Energy relative to the best compared isomer or geometry (same formula, charge and spin) ... 483.5 kJ/mol
LUMO level ... -0.4 eV
E_tot ... -9176.7748 eV

Structure (ORCA input):
```
! wB97M-V def2-TZVPD RIJCOSX def2/J DEFGRID3
* xyz 0 1
C 0.65 0.05 -0.09
C -1.19 0.56 0.06
O -1.48 -0.57 -0.53
O 1.96 -0.12 -0.10
N -0.17 -1.03 0.22
N 0.00 1.18 -0.28
H 2.14 -1.07 -0.05
H -1.90 1.00 0.76
*
```

---

2.
Computed, not measured: 2 unconnected molecules or ions with the total composition C3H10N3 at a distorted geometry, with wB97M-V/def2-TZVPD.

Properties
HOMO-LUMO gap (spin up / spin down) ... 8.91 / 9.61 eV
Energy relative to the best compared isomer or geometry (same formula, charge and spin) ... 172.6 kJ/mol
LUMO level (spin up / spin down) ... 1.0 / 0.2 eV
E_tot ... -7739.6745 eV

Structure (ORCA input):
```
! wB97M-V def2-TZVPD RIJCOSX def2/J DEFGRID3
* xyz 0 2
N 1.38 -0.55 1.09
C -0.05 -0.56 0.87
N -0.67 -1.27 1.98
N -0.62 -1.08 -0.44
H 1.77 -0.46 0.15
H 1.57 0.31 1.60
H -0.09 -2.10 2.08
H -0.48 -0.71 2.81
H -0.56 -2.04 -0.07
H -1.53 -0.80 -0.05
C -0.46 2.09 -1.59
C 0.29 1.02 -1.75
H -0.61 2.61 -0.64
H -1.07 2.46 -2.41
H 0.95 0.63 -1.00
H 0.18 0.43 -2.65
*
```

---

3.
Computed, not measured: a gas-phase ion, C7H14N3 (charge +1) at a distorted geometry, with wB97M-V/def2-TZVPD.

Properties
HOMO-LUMO gap (spin up / spin down) ... 7.08 / 7.13 eV
Energy relative to the best compared isomer or geometry (same formula, charge and spin) ... 249.5 kJ/mol
LUMO level (spin up / spin down) ... -3.6 / -6.3 eV
E_tot ... -11942.3755 eV

Structure (ORCA input):
```
! wB97M-V def2-TZVPD RIJCOSX def2/J DEFGRID3
* xyz 1 3
C -1.67 2.53 0.43
C -0.39 1.04 1.55
C 0.06 0.66 0.33
C 0.27 0.59 2.81
C 0.42 0.05 -2.08
C -1.11 -1.15 -0.53
C 1.31 -1.23 -0.23
N -1.33 2.01 1.56
N -1.07 2.16 -0.69
N 0.13 -0.35 -0.63
H -2.43 3.34 0.39
H 1.34 0.52 2.84
H -0.20 1.23 3.52
H 0.08 -0.43 3.11
H -0.35 0.58 -2.59
H 1.39 0.61 -2.10
H 0.60 -0.87 -2.72
H -1.00 -1.76 0.41
H -1.84 -0.40 -0.44
H -1.22 -1.81 -1.45
H 0.98 -2.11 0.37
H 1.79 -1.71 -1.10
H 1.95 -0.66 0.31
H -0.54 2.79 -1.35
*
```

---

4.
Computed, not measured: a molecular structure, C3H5N3O4 at a distorted geometry, with wB97M-V/def2-TZVPD.

Properties
HOMO-LUMO gap ... 8.03 eV
Energy relative to the best compared isomer or geometry (same formula, charge and spin) ... 949.3 kJ/mol
LUMO level ... -0.5 eV
E_tot ... -15842.6972 eV

Structure (ORCA input):
```
! wB97M-V def2-TZVPD RIJCOSX def2/J DEFGRID3
* xyz 0 1
C 0.85 -0.10 0.03
C -0.40 -0.42 -0.32
C -1.91 1.40 -0.18
N 1.79 -1.20 -0.39
N -0.14 -2.11 -1.09
N 1.38 0.87 0.93
O 0.75 1.77 1.38
O 2.61 0.67 1.19
O 1.01 -2.35 -0.29
O -1.61 -0.06 -0.36
H -1.75 1.64 0.84
H -2.93 1.68 -0.44
H -1.33 2.03 -0.81
H 2.61 -1.23 0.14
H -0.93 -2.58 -0.61
*
```

---

5.
Computed, not measured: C4H6OS in the gas phase at a distorted geometry, with wB97M-V/def2-TZVPD.

Properties
HOMO-LUMO gap ... 7.98 eV
Energy relative to the best compared isomer or geometry (same formula, charge and spin) ... 228.4 kJ/mol
LUMO level ... -0.3 eV
E_tot ... -17125.7626 eV

Structure (ORCA input):
```
! wB97M-V def2-TZVPD RIJCOSX def2/J DEFGRID3
* xyz 0 1
C -2.29 0.10 0.15
O -1.13 -0.78 -0.14
C 0.07 -0.16 -0.03
C 1.28 -0.72 -0.01
C 2.29 0.23 -0.19
S 3.89 -0.21 0.11
H -2.36 0.86 -0.67
H -2.03 0.66 1.07
H -3.15 -0.49 0.35
H -0.10 0.95 -0.03
H 1.50 -1.73 -0.13
H 2.03 1.28 -0.47
*
```

---

6.
Computed, not measured: 22 unconnected molecules or ions with the total composition C32H63Cl43NO4 at a distorted geometry, with wB97M-V/def2-TZVPD.

Properties
HOMO-LUMO gap ... 6.56 eV
LUMO level ... 1.3 eV
E_tot ... -582351.1531 eV

Structure (ORCA input):
```
! wB97M-V def2-TZVPD RIJCOSX def2/J DEFGRID3
* xyz -1 1
C 2.35 1.95 -0.79
O 2.11 1.59 -2.14
C 2.39 0.24 -2.43
C 1.36 -0.31 -3.45
C -0.04 0.20 -3.01
C -1.24 -0.53 -3.67
C -2.54 0.00 -2.96
C -3.35 1.02 -3.80
C -2.53 2.14 -4.50
C -2.88 3.53 -3.87
N -1.75 4.44 -3.67
Cl -0.76 4.56 -5.07
C -1.00 4.13 -2.43
O 0.31 4.59 -2.54
C -1.68 4.92 -1.27
O -1.03 5.74 -0.59
O -2.92 4.77 -1.02
H 1.58 2.66 -0.47
H 3.32 2.46 -0.71
H 2.30 1.10 -0.08
H 2.43 -0.42 -1.56
H 3.39 0.20 -2.92
H 1.40 -1.41 -3.43
H 1.61 0.09 -4.44
H -0.12 0.05 -1.92
H -0.06 1.28 -3.17
H -1.08 -1.61 -3.56
H -1.24 -0.32 -4.75
H -2.24 0.35 -1.96
H -3.21 -0.87 -2.80
H -3.94 0.45 -4.53
H -4.10 1.45 -3.12
H -2.89 2.17 -5.54
H -1.46 1.95 -4.56
H -3.41 3.47 -2.92
H -3.56 4.05 -4.57
H -0.94 3.05 -2.21
H 0.28 5.55 -2.59
C 0.58 8.37 -1.96
Cl 1.84 7.15 -1.85
Cl 0.20 8.76 -3.65
H -0.32 7.99 -1.48
H 0.92 9.27 -1.46
C 6.37 1.58 -1.56
Cl 6.59 0.85 -3.16
Cl 5.39 0.55 -0.51
H 7.34 1.72 -1.10
H 5.86 2.53 -1.68
C -3.50 6.08 2.19
Cl -3.37 5.03 3.62
Cl -3.78 7.76 2.68
H -2.57 6.02 1.62
H -4.32 5.74 1.58
C 5.11 9.32 -3.05
Cl 6.04 8.56 -4.34
Cl 6.15 10.18 -1.91
H 4.41 10.02 -3.48
H 4.57 8.54 -2.51
C -1.45 -4.34 -1.14
Cl -2.48 -3.26 -2.09
Cl 0.16 -3.65 -0.89
H -1.91 -4.51 -0.18
H -1.35 -5.28 -1.67
C -2.84 -6.43 2.24
Cl -2.69 -4.66 2.13
Cl -2.19 -7.27 0.82
H -2.28 -6.77 3.10
H -3.88 -6.69 2.35
C -3.34 10.08 5.40
Cl -2.47 9.22 6.67
Cl -4.75 10.93 6.04
H -2.68 10.80 4.94
H -3.68 9.36 4.66
C -6.96 -0.01 -5.73
Cl -6.49 1.68 -5.76
Cl -5.72 -1.05 -6.45
H -7.12 -0.32 -4.70
H -7.88 -0.13 -6.30
C -4.68 6.68 8.05
Cl -4.49 5.91 6.47
Cl -5.75 5.75 9.11
H -3.71 6.76 8.52
H -5.11 7.67 7.91
C 2.42 5.53 1.29
Cl 3.97 5.78 0.48
Cl 2.16 3.86 1.78
H 2.38 6.17 2.17
H 1.62 5.81 0.60
C 5.69 3.05 2.30
Cl 7.25 3.23 1.48
Cl 5.40 1.38 2.79
H 5.68 3.68 3.18
H 4.90 3.35 1.62
C -1.30 -5.69 6.68
Cl -0.13 -6.98 6.94
Cl -1.63 -5.43 4.96
H -2.23 -5.96 7.18
H -0.91 -4.77 7.10
C 0.89 -10.06 4.23
Cl -0.10 -9.00 3.21
Cl 2.48 -9.36 4.52
H 0.38 -10.19 5.18
H 1.01 -11.01 3.73
C 0.54 -12.69 7.58
Cl 0.70 -10.94 7.38
Cl 1.23 -13.57 6.22
H 1.06 -12.98 8.49
H -0.51 -12.94 7.66
C 1.61 -7.82 -0.68
Cl 0.60 -6.74 -1.65
Cl 3.21 -7.14 -0.41
H 1.13 -7.98 0.28
H 1.72 -8.76 -1.21
C 4.19 11.47 -6.79
Cl 3.04 10.54 -5.82
Cl 5.88 11.10 -6.40
H 4.02 11.24 -7.83
H 4.02 12.52 -6.61
C 9.00 -2.20 -3.36
Cl 8.93 -3.49 -2.15
Cl 9.01 -2.86 -5.00
H 8.13 -1.57 -3.25
H 9.91 -1.63 -3.21
C -3.19 1.58 1.60
Cl -1.62 1.67 0.83
Cl -3.60 -0.08 2.06
H -3.17 2.20 2.50
H -3.94 1.95 0.91
C 3.70 -11.34 10.08
Cl 3.98 -12.36 8.66
Cl 1.99 -11.31 10.52
H 4.27 -11.75 10.91
H 4.03 -10.33 9.86
C -2.94 -11.71 2.35
Cl -4.25 -12.39 3.32
Cl -1.36 -12.30 2.87
H -3.09 -12.00 1.31
H -2.95 -10.63 2.44
C -5.43 -4.63 -7.53
Cl -5.67 -6.02 -6.46
Cl -6.53 -4.67 -8.91
H -5.61 -3.72 -6.96
H -4.41 -4.64 -7.89
*
```

---

7.
Computed, not measured: C5H12O in the gas phase, with wB97M-V/def2-TZVPD.

Properties
HOMO-LUMO gap ... 10.75 eV
Energy relative to the best compared isomer or geometry (same formula, charge and spin) ... 156.6 kJ/mol
LUMO level ... 1.1 eV
E_tot ... -7425.6884 eV

Structure (ORCA input):
```
! wB97M-V def2-TZVPD RIJCOSX def2/J DEFGRID3
* xyz 0 1
C -1.83 -0.87 0.32
C -0.94 -0.01 -0.57
C -0.47 1.31 0.03
C 1.05 1.38 -0.11
O 1.72 0.28 0.52
C 1.72 -1.11 0.18
H -1.52 -0.83 1.37
H -1.79 -1.92 0.01
H -2.88 -0.56 0.28
H -1.36 0.11 -1.57
H -0.05 -0.57 -0.75
H -0.92 2.18 -0.47
H -0.73 1.38 1.09
H 1.34 1.52 -1.17
H 1.42 2.26 0.44
H 2.17 -1.57 1.05
H 2.30 -1.32 -0.73
H 0.77 -1.67 0.07
*
```

---

8.
Computed, not measured: a molecular structure, C49H62N2O5P2S3SiY at a distorted geometry, with wB97M-V/def2-TZVPD.

Properties
HOMO-LUMO gap ... 7.12 eV
Energy relative to the best compared isomer or geometry (same formula, charge and spin) ... 92.7 kJ/mol
LUMO level ... 2.2 eV
E_tot ... -125052.2867 eV

Structure (ORCA input):
```
! wB97M-V def2-TZVPD RIJCOSX def2/J DEFGRID3
* xyz -1 1
Y 0.27 -1.11 0.45
S -0.14 -3.59 1.74
C -1.56 -3.39 2.73
C -2.01 -4.60 3.35
N -2.35 -5.59 3.82
C -2.25 -2.24 2.95
S -1.90 -0.67 2.25
C -3.38 -2.24 3.83
N -4.29 -2.18 4.53
C 1.28 3.65 0.81
C 0.00 3.34 0.02
P -1.54 3.58 1.05
C -2.77 2.60 0.12
C -3.97 2.31 0.77
C -5.00 1.65 0.10
C -4.82 1.26 -1.23
C -3.63 1.54 -1.88
C -2.61 2.21 -1.21
C -2.00 5.28 0.48
C -1.22 6.34 0.96
C -1.45 7.64 0.55
C -2.48 7.92 -0.33
C -3.29 6.89 -0.78
C -3.06 5.58 -0.38
C 1.83 2.49 1.67
P 0.60 1.50 2.62
C 1.72 0.34 3.55
C 3.08 0.56 3.76
C 3.81 -0.30 4.56
C 3.20 -1.39 5.18
C 1.85 -1.61 4.98
C 1.11 -0.76 4.17
C 0.30 2.50 4.14
C 1.03 3.63 4.48
C 0.84 4.24 5.72
C -0.08 3.73 6.62
C -0.85 2.63 6.26
C -0.66 2.02 5.03
H 1.10 4.52 1.45
H 2.06 3.91 0.10
H 0.01 2.30 -0.31
H -0.06 3.98 -0.86
H -4.10 2.59 1.80
H -5.92 1.42 0.61
H -5.61 0.74 -1.75
H -3.47 1.23 -2.90
H -1.69 2.43 -1.74
H -0.43 6.13 1.67
H -0.83 8.44 0.93
H -2.66 8.94 -0.66
H -4.12 7.10 -1.45
H -3.70 4.80 -0.74
H 2.61 2.89 2.32
H 2.29 1.76 1.00
H 3.58 1.40 3.30
H 4.87 -0.12 4.70
H 3.78 -2.06 5.80
H 1.37 -2.47 5.44
H 0.05 -0.93 4.04
H 1.76 4.05 3.80
H 1.42 5.12 5.98
H -0.21 4.19 7.59
H -1.58 2.23 6.95
H -1.27 1.17 4.74
C 2.48 -4.28 -0.76
C 1.63 -3.99 -1.99
C 0.41 -4.91 -2.00
C 2.47 -4.20 -3.24
O 1.15 -2.63 -1.89
Si 0.87 -1.55 -3.12
S -0.16 -0.02 -2.18
O 0.16 -2.25 -4.42
C -1.18 -2.46 -4.89
C -1.12 -3.73 -5.74
C -1.59 -1.26 -5.74
C -2.17 -2.64 -3.74
O 2.36 -1.08 -3.65
C 2.78 -0.39 -4.83
C 2.95 -1.41 -5.96
C 1.79 0.69 -5.24
C 4.13 0.24 -4.49
H 3.34 -3.61 -0.72
H 1.90 -4.15 0.15
H 2.83 -5.31 -0.79
H 0.72 -5.96 -2.01
H -0.20 -4.71 -2.88
H -0.19 -4.73 -1.10
H 2.88 -5.21 -3.25
H 3.30 -3.48 -3.26
H 1.88 -4.06 -4.14
H -0.39 -3.60 -6.55
H -2.10 -3.94 -6.18
H -0.81 -4.58 -5.13
H -0.88 -1.11 -6.55
H -1.62 -0.37 -5.11
H -2.58 -1.43 -6.16
H -1.93 -3.54 -3.16
H -3.18 -2.75 -4.15
H -2.14 -1.78 -3.07
H 2.00 -1.93 -6.12
H 3.70 -2.16 -5.68
H 3.25 -0.92 -6.88
H 0.84 0.25 -5.54
H 2.20 1.27 -6.07
H 1.61 1.37 -4.40
H 4.74 -0.48 -3.92
H 4.00 1.14 -3.89
H 4.67 0.51 -5.40
O -2.10 -2.07 -0.52
H -2.71 -1.65 0.11
H -2.49 -2.90 -0.78
O 2.21 2.24 -1.82
H 1.35 1.77 -1.94
H 2.86 1.57 -2.04
C 5.40 -1.84 0.76
C 4.86 -1.10 -0.29
C 3.50 -0.83 -0.32
C 2.61 -1.26 0.68
C 3.19 -2.03 1.70
C 4.54 -2.32 1.75
H 6.46 -2.05 0.79
H 5.50 -0.75 -1.09
H 3.12 -0.30 -1.19
H 2.56 -2.44 2.48
H 4.94 -2.93 2.55
*
```

---

What is the formula in the fourth record? C3H5N3O4

---

The highest E_tot belongs to which entry? C5H12O

---

E_tot of number 3 (C7H14N3)? -11942.3755 eV

---

What did the seventh record say?
Computed, not measured: C5H12O in the gas phase, with wB97M-V/def2-TZVPD.

Properties
HOMO-LUMO gap ... 10.75 eV
Energy relative to the best compared isomer or geometry (same formula, charge and spin) ... 156.6 kJ/mol
LUMO level ... 1.1 eV
E_tot ... -7425.6884 eV

Structure (ORCA input):
```
! wB97M-V def2-TZVPD RIJCOSX def2/J DEFGRID3
* xyz 0 1
C -1.83 -0.87 0.32
C -0.94 -0.01 -0.57
C -0.47 1.31 0.03
C 1.05 1.38 -0.11
O 1.72 0.28 0.52
C 1.72 -1.11 0.18
H -1.52 -0.83 1.37
H -1.79 -1.92 0.01
H -2.88 -0.56 0.28
H -1.36 0.11 -1.57
H -0.05 -0.57 -0.75
H -0.92 2.18 -0.47
H -0.73 1.38 1.09
H 1.34 1.52 -1.17
H 1.42 2.26 0.44
H 2.17 -1.57 1.05
H 2.30 -1.32 -0.73
H 0.77 -1.67 0.07
*
```